A.
Molecular formula: C15H35ClN5O5
Method: DFT, the ωB97M-V functional and the def2-TZVPD basis

```
61
Properties=species:S:1:pos:R:3
H -1.148 -3.777 -0.475
C -0.669 -2.352 1.001
N 2.624 0.034 -0.334
H -0.873 4.403 1.761
H -0.208 -2.449 -1.194
H 2.716 1.465 -0.543
H -0.661 -0.371 0.733
C 1.268 -1.838 0.546
H -2.063 -0.093 2.851
O 2.348 -0.896 -3.559
C 2.346 2.463 -0.777
H -1.280 -1.660 3.416
H 4.295 0.375 -1.617
H -5.691 0.138 1.753
C -4.077 -0.686 0.646
H -0.871 -1.984 -2.048
H -1.945 -2.336 -0.786
N -0.932 -1.075 1.404
N 0.619 -0.762 -2.144
H -1.058 0.627 0.791
C 2.618 -1.148 0.258
N 1.102 2.564 0.049
H 0.165 -0.330 -1.352
H 0.870 -1.977 -0.459
O 1.561 4.465 1.209
C -0.571 3.386 1.512
Cl 0.160 0.454 -0.103
O -3.834 -1.472 -0.287
H 2.386 1.334 -1.351
H 0.717 -2.819 -2.110
H -3.617 0.732 1.897
C -5.284 -0.870 1.671
C 0.843 3.456 0.905
C 1.996 1.140 -2.350
H 1.806 0.517 -0.677
H -0.349 -0.351 3.348
H -1.835 -0.152 -0.420
N -3.299 0.295 1.044
H 2.722 1.504 -3.077
H 3.949 1.730 -0.745
H -0.116 -2.146 -3.623
H 0.441 1.805 -0.033
H 1.507 -2.797 1.006
C -1.202 -0.760 2.806
H 2.077 2.506 -1.832
C -0.972 -2.701 -0.458
H -4.849 -1.169 2.624
O -0.481 -3.218 1.820
C 1.626 -0.296 -2.720
H 4.667 0.332 0.075
H 1.191 1.875 -2.363
C 3.903 0.646 -0.637
H -0.451 2.700 2.351
H -1.228 3.003 0.732
C -2.052 0.596 0.343
O 3.620 -1.904 0.369
H 0.618 -1.202 1.147
C 0.090 -2.047 -2.558
H 3.090 3.171 -0.410
H -2.217 1.415 -0.357
H -6.109 -1.496 1.333
```

Kohn-Sham gap: 8.0 eV
net charge: -1

---

B.
Molecular formula: C15H35ClN5O5
Method: DFT, the ωB97M-V functional and the def2-TZVPD basis

```
61
Properties=species:S:1:pos:R:3
H -0.062 3.152 -1.536
H 2.755 -0.706 -0.699
H -1.806 -3.753 0.524
H 4.569 1.773 0.276
Cl 0.567 0.204 -1.541
H 3.775 -2.623 1.055
H 1.815 -4.393 -2.045
H -2.274 0.319 -1.825
H 4.541 -2.941 -0.503
H 1.939 -1.541 2.456
O -0.740 -5.100 -1.349
H 0.744 -4.288 -3.422
H 0.860 -2.911 2.259
H 0.087 4.916 -1.439
H 3.550 1.345 -1.103
H -2.106 1.390 1.720
N -4.217 1.042 -1.365
C -1.805 -2.848 -0.080
C 4.727 -0.275 -0.266
H -7.144 1.574 -0.091
O -4.706 1.944 0.639
C -5.063 1.614 -0.475
H 1.259 -2.814 -2.630
C -0.122 -1.052 2.744
N -0.690 -2.859 -0.989
H 2.870 2.722 2.019
C -1.612 0.878 2.542
H 2.763 -2.929 -0.345
C 3.689 -2.460 -0.024
C -6.496 1.791 -0.936
C 1.054 3.878 0.137
H -2.321 1.676 -0.767
C 0.965 -1.848 2.059
H -2.338 0.292 3.099
H -6.742 1.173 -1.797
H 1.792 1.303 2.072
N 3.637 -1.055 -0.344
C 0.617 3.975 -1.309
O 1.096 4.844 0.883
C -2.849 0.742 -1.008
H 5.287 1.520 -1.317
H -1.696 -1.995 0.590
H -2.774 0.147 -0.101
H -0.180 0.210 1.129
C 1.845 2.374 1.881
N 1.385 2.634 0.534
C -0.227 -4.005 -1.535
C 4.520 1.170 -0.630
O 5.825 -0.717 0.065
H -1.188 1.646 3.196
H 1.242 1.848 -0.097
O -0.552 -1.331 3.851
H 1.205 2.875 2.607
C 0.958 -3.849 -2.447
H 1.471 3.951 -1.983
H -2.760 -2.770 -0.605
H 1.010 -1.650 0.986
H -0.218 -1.988 -1.207
H -4.486 0.947 -2.327
H -6.664 2.834 -1.215
N -0.584 0.000 2.028
```

Kohn-Sham gap: 9.3 eV
net charge: -1

---

Tell me which of them is the least stable. Sure, it is A.

---

A.
Molecular formula: F3HN2
Method: DFT, the ωB97M-V functional and the def2-TZVPD basis

```
6
Properties=species:S:1:pos:R:3
H 0.386 -0.026 -0.331
N -1.554 0.689 0.244
F -1.778 0.447 -1.121
F 0.405 1.636 0.686
N -0.158 0.408 0.411
F -2.128 -0.331 0.898
```

Kohn-Sham gap: 12.3 eV
net charge: 0
SMILES: FNN(F)F

---

B.
Molecular formula: F3HN2
Method: DFT, the ωB97M-V functional and the def2-TZVPD basis

```
6
Properties=species:S:1:pos:R:3
N 1.976 0.219 -0.403
F 0.305 -1.546 0.420
F 2.537 0.858 0.601
H -0.359 0.110 0.063
N 0.267 -0.243 0.703
F 2.627 -0.934 -0.416
```

Kohn-Sham gap (spin up / spin down): 10.2 / 10.2 eV
net charge: 0

---

Tell me which of them is the least stable. Sure, it is B.

---

A.
Molecular formula: C4HNO
Method: DFT, the ωB97M-V functional and the def2-TZVPD basis

```
7
Properties=species:S:1:pos:R:3
C -2.278 -0.081 -0.007
N -3.407 0.144 0.104
O -1.012 -0.360 -0.230
C 1.163 0.018 0.129
C 2.345 -0.009 -0.149
H 3.377 -0.046 -0.423
C -0.145 0.309 0.576
```

Kohn-Sham gap: 8.5 eV
net charge: 0

---

B.
Molecular formula: C4HNO
Method: DFT, the ωB97M-V functional and the def2-TZVPD basis

```
7
Properties=species:S:1:pos:R:3
N 3.427 0.040 0.223
O -2.210 -0.956 0.640
H -2.370 0.606 -0.640
C 2.284 0.124 0.050
C -0.297 0.107 -0.131
C 0.909 0.161 -0.092
C -1.744 -0.083 -0.050
```

Kohn-Sham gap: 10.1 eV
net charge: 0
SMILES: N#CC#CC=O

---

Tell me which of them is the least stable. Sure, it is A.

---

A.
Molecular formula: C3H6ClF
Method: DFT, the ωB97M-V functional and the def2-TZVPD basis

```
11
Properties=species:S:1:pos:R:3
H 0.174 -1.197 -1.257
H -2.210 -0.016 -1.296
C -0.017 -0.619 -0.217
H 0.374 -1.407 0.531
H -1.053 1.479 0.259
F 0.851 1.560 -0.237
H -1.730 -0.421 0.966
H 1.067 0.220 1.355
C -1.291 0.139 -0.152
C 1.037 0.256 0.230
Cl 2.798 0.005 -0.183
```

Kohn-Sham gap: 11.4 eV
net charge: 0

---

B.
Molecular formula: C3H6ClF
Method: DFT, the ωB97M-V functional and the def2-TZVPD basis

```
11
Properties=species:S:1:pos:R:3
H -0.343 -1.933 -0.826
H -0.526 1.791 -0.958
H -0.354 1.948 0.885
H 1.004 1.472 -0.163
H 1.158 -1.841 0.167
C 0.439 -1.230 -0.413
H 1.194 -0.769 -1.098
Cl -2.153 -0.317 0.253
F -0.040 -0.354 1.783
C -0.092 1.388 -0.044
C -0.287 -0.156 0.414
```

Kohn-Sham gap: 11.6 eV
net charge: 0
SMILES: CC(C)(F)Cl

---

Tell me which of them is the least stable. Sure, it is A.

---

A.
Molecular formula: C5H13NOSi
Method: DFT, the ωB97M-V functional and the def2-TZVPD basis

```
21
Properties=species:S:1:pos:R:3
N -0.171 0.229 0.732
H -1.621 -0.068 2.254
O 1.068 -1.240 -0.313
C 1.149 1.462 -1.691
Si -0.480 0.591 -0.979
H -1.920 -0.403 -2.712
C -1.079 0.663 1.709
H -1.324 1.775 -0.819
H -0.353 -0.874 -2.771
H 1.535 -2.382 1.956
H 0.276 -1.686 2.659
H -0.771 1.482 2.462
H -1.767 1.269 1.130
C 1.081 -1.431 2.104
H 1.436 1.135 -2.623
C -1.149 -0.800 -2.101
H 1.832 -0.750 2.512
H 1.899 1.034 -1.028
C 0.663 -0.783 0.748
H -1.354 -1.742 -1.684
H 1.048 2.518 -1.544
```

Kohn-Sham gap: 10.4 eV
net charge: 0

---

B.
Molecular formula: C5H13NOSi
Method: DFT, the ωB97M-V functional and the def2-TZVPD basis

```
21
Properties=species:S:1:pos:R:3
C 3.099 0.933 0.628
N -2.575 -0.590 0.897
Si 2.104 -0.229 -0.579
C -1.550 -0.202 0.145
H 1.456 0.240 -1.835
H 1.602 -2.339 0.189
C -1.675 0.843 -0.916
H -0.615 1.115 -1.167
H -3.741 1.127 0.979
H 2.678 1.302 1.498
H 4.198 0.697 0.847
H 3.350 -1.969 0.736
H -4.573 -0.333 1.315
C 2.615 -2.025 -0.183
H -4.074 0.176 -0.278
O -0.366 -0.455 0.431
C -3.802 0.116 0.757
H 3.299 1.897 0.138
H -2.164 0.544 -1.870
H -2.258 1.679 -0.620
H 2.993 -2.524 -1.112
```

Kohn-Sham gap: 5.8 eV
net charge: 0

---

Tell me which of them is the least stable. Sure, it is B.

---

A.
Molecular formula: C5H13NOSi
Method: DFT, the ωB97M-V functional and the def2-TZVPD basis

```
21
Properties=species:S:1:pos:R:3
H 2.085 1.581 -0.389
H 0.467 0.483 1.875
N -2.062 0.003 0.133
C 0.174 -1.906 -0.433
H 1.804 0.077 -2.227
H -0.766 0.591 -1.377
Si 2.003 0.172 -0.782
H -1.351 2.102 1.242
C 0.498 -0.565 1.590
H 1.380 -1.005 2.057
O -2.430 -1.127 -0.522
H -1.398 2.810 -0.375
H -0.403 -2.618 0.137
H -0.383 -1.059 1.991
H 0.144 2.311 0.298
H 0.347 -2.156 -1.468
H -1.912 -1.256 -1.341
H 3.260 -0.473 -0.401
C -1.141 0.722 -0.356
C 0.595 -0.750 0.095
C -0.909 2.063 0.252
```

Kohn-Sham gap: 9.8 eV
net charge: 0
SMILES: C=C(C)[SiH3].C/C=N/O

---

B.
Molecular formula: C5H13NOSi
Method: DFT, the ωB97M-V functional and the def2-TZVPD basis

```
21
Properties=species:S:1:pos:R:3
H -2.224 -1.076 -0.848
C 3.002 1.039 -0.283
C -1.384 0.565 1.236
H -0.170 0.410 -2.380
H 3.332 2.042 -0.762
H 1.556 -1.745 1.413
H 0.113 -2.333 0.584
H -1.123 1.486 1.821
C -2.306 0.803 -0.025
H -1.627 -0.318 1.868
H 3.575 0.174 -0.864
H -2.105 1.776 -0.351
H -3.316 0.619 0.213
N -0.507 -0.040 -1.543
H -2.629 0.200 -1.951
C -1.920 -0.134 -1.219
O 1.678 0.866 -0.609
H 3.136 0.890 0.750
H 1.426 -2.373 -0.284
Si 0.471 -0.051 -0.114
C 0.950 -1.788 0.450
```

Kohn-Sham gap: 9.1 eV
net charge: 0

---

Tell me which of them is the least stable. Sure, it is A.